No. 1
The following is a quantum chemistry calculation of 13 unconnected molecules or ions with the total composition C17H60N18O13, from OMol25.

As for the highest occupied orbital energy: -8.423 eV. The value obtained for the energy relative to the best compared isomer or geometry (same formula, charge and spin) is 4.7124 eV. The spin multiplicity is 1. Its HOMO-LUMO gap is 8.34 eV.

Last column: Mulliken charge in e.
Geometry (Å):
C: -25.15 -7.19 -8.80  -1.174
C: -23.86 -6.50 -9.22  0.281
O: -23.78 -6.48 -10.61  -0.617
H: -24.99 -7.76 -7.88  0.256
H: -25.48 -7.80 -9.64  0.423
H: -25.88 -6.42 -8.55  0.121
H: -22.95 -6.92 -8.80  0.585
H: -23.97 -5.52 -8.76  -0.121
H: -23.95 -5.58 -10.91  0.282
C: -17.19 -4.29 -10.55  -1.407
C: -18.07 -3.11 -9.95  0.621
O: -17.83 -2.88 -8.52  -0.737
H: -17.33 -4.17 -11.63  0.418
H: -17.56 -5.27 -10.25  0.342
H: -16.13 -4.17 -10.34  0.349
H: -19.12 -3.39 -9.93  -0.380
H: -17.91 -2.13 -10.40  0.424
H: -18.32 -2.05 -8.45  0.316
C: -21.89 -2.26 -11.12  0.634
C: -22.35 -3.00 -12.38  -0.817
O: -23.34 -3.94 -12.02  -0.264
H: -22.81 -1.91 -10.65  -0.477
H: -21.29 -1.39 -11.38  0.289
H: -21.37 -2.95 -10.46  -0.429
H: -21.51 -3.56 -12.80  0.405
H: -22.93 -2.32 -13.00  0.401
H: -23.50 -4.34 -12.88  0.206
C: -22.62 2.15 -8.26  -0.669
C: -23.89 1.72 -8.88  0.112
O: -24.70 1.13 -7.96  -0.823
H: -22.69 3.06 -7.67  0.350
H: -21.81 2.34 -8.97  0.310
H: -22.15 1.53 -7.51  -0.131
H: -23.58 0.94 -9.58  -0.053
H: -24.28 2.59 -9.40  0.555
H: -25.10 1.80 -7.40  0.334
C: -20.04 -6.45 -10.78  0.590
O: -18.97 -7.02 -10.93  -0.741
N: -20.82 -6.03 -11.76  -0.211
N: -20.46 -6.04 -9.60  0.399
H: -20.54 -6.11 -12.73  0.214
H: -21.76 -5.81 -11.48  0.036
H: -19.83 -6.21 -8.83  0.064
H: -21.40 -5.71 -9.47  -0.401
C: -17.92 -6.04 -6.99  1.032
O: -18.07 -7.15 -6.51  -0.785
N: -18.87 -5.25 -7.15  -0.019
N: -16.82 -5.56 -7.43  -0.232
H: -19.68 -5.46 -6.59  -0.027
H: -18.63 -4.36 -7.56  0.102
H: -15.94 -6.03 -7.45  0.238
H: -17.03 -4.73 -7.98  -0.043
C: -27.20 -3.60 -5.93  0.467
O: -26.53 -3.66 -4.96  -0.716
N: -26.71 -3.51 -7.13  -0.082
N: -28.50 -3.58 -6.01  -0.429
H: -25.72 -3.74 -7.16  -0.414
H: -27.33 -3.52 -7.92  0.226
H: -29.01 -3.60 -5.14  0.286
H: -28.87 -3.88 -6.90  0.174
C: -19.56 0.43 -8.38  0.509
O: -19.74 -0.77 -8.37  -0.841
N: -19.49 1.12 -7.24  -0.365
N: -19.51 1.12 -9.51  -0.374
H: -19.59 0.54 -6.42  0.171
H: -19.39 2.13 -7.30  0.211
H: -19.32 2.11 -9.64  0.237
H: -19.44 0.51 -10.31  0.194
C: -23.70 -2.46 -3.72  0.731
O: -22.58 -2.15 -3.37  -0.829
N: -24.32 -3.51 -3.29  -0.393
N: -24.39 -1.74 -4.47  -0.094
H: -25.22 -3.76 -3.68  0.369
H: -23.71 -4.15 -2.80  0.225
H: -25.20 -2.20 -4.86  0.149
H: -23.91 -0.94 -4.86  -0.005
C: -22.49 -5.87 -5.95  0.477
O: -21.58 -5.62 -6.66  -0.446
N: -23.62 -5.31 -5.94  0.465
N: -22.51 -6.80 -5.01  -0.464
H: -24.35 -5.66 -5.33  0.225
H: -23.82 -4.46 -6.44  -0.853
H: -21.63 -7.27 -4.86  0.277
H: -23.36 -6.91 -4.49  0.103
C: -22.87 -2.28 -7.56  -0.437
O: -23.92 -2.83 -7.43  0.632
N: -21.72 -2.84 -7.53  1.005
N: -22.81 -1.03 -7.68  2.273
H: -20.93 -2.22 -7.62  -0.055
H: -21.77 -3.84 -7.63  -0.811
H: -23.69 -0.56 -7.81  -0.519
H: -21.97 -0.53 -7.94  -1.054
C: -25.69 -1.04 -10.67  0.426
O: -25.58 0.05 -11.22  -0.740
N: -25.71 -2.13 -11.37  -0.254
N: -25.57 -1.25 -9.39  -0.166
H: -25.89 -3.03 -10.95  0.109
H: -25.80 -2.04 -12.37  0.236
H: -25.49 -0.40 -8.85  0.167
H: -25.40 -2.12 -8.90  -0.019
C: -22.66 1.60 -4.02  0.463
O: -23.06 2.76 -4.01  -0.717
N: -22.36 0.90 -2.95  -0.284
N: -22.63 0.85 -5.08  -0.103
H: -22.29 1.28 -2.02  0.219
H: -22.29 -0.10 -2.90  0.169
H: -23.31 1.01 -5.82  -0.075
H: -22.06 0.02 -5.07  0.212

---

No. 2
The following is a quantum chemistry calculation of a molecular structure, C11H21O7Pt, from OMol25.

The net charge is +3. As for the highest occupied orbital energy (spin up / spin down): -21.250 / -21.250 eV. The value obtained for the energy relative to the best compared isomer or geometry (same formula, charge and spin) is 1.5305 eV. The spin multiplicity is 1. Its HOMO-LUMO gap (spin up / spin down) is 7.10 / 7.10 eV.

Last column: Mulliken charge in e.
Geometry (Å):
Pt: 0.82 -0.06 -0.11  2.362
C: 0.31 -2.22 -1.99  -0.558
C: 1.25 -2.78 -0.97  -0.351
O: 1.11 -1.98 0.28  -0.360
C: 0.19 -2.42 1.35  -0.546
C: 0.58 -1.50 2.48  -0.290
O: 0.65 -0.11 1.96  -0.672
C: -0.28 0.82 2.63  -0.607
C: -1.68 0.58 2.12  -0.457
O: -1.52 0.37 0.70  -0.468
C: -2.23 1.26 -0.17  -0.547
C: -1.18 2.27 -0.57  -0.453
O: 0.05 1.60 -1.05  -0.585
C: 0.22 1.46 -2.50  -0.431
C: -0.18 0.08 -2.92  -0.523
O: 0.59 -0.77 -2.00  -0.414
H: -0.76 -2.38 -1.80  0.350
H: 0.56 -2.63 -2.98  0.470
H: 2.29 -2.66 -1.26  0.342
H: 1.07 -3.83 -0.73  0.497
H: 0.43 -3.45 1.61  0.527
H: -0.84 -2.35 1.01  0.283
H: 1.58 -1.73 2.84  0.400
H: -0.13 -1.54 3.30  0.459
H: 0.08 1.81 2.40  0.327
H: -0.19 0.66 3.71  0.534
H: -2.27 1.47 2.33  0.472
H: -2.20 -0.28 2.55  0.331
H: -3.05 1.77 0.33  0.464
H: -2.63 0.69 -1.01  0.232
H: -0.87 2.87 0.29  0.291
H: -1.52 2.93 -1.37  0.549
H: 1.29 1.62 -2.68  0.317
H: -0.33 2.25 -3.00  0.541
H: 0.15 -0.11 -3.94  0.514
H: -1.24 -0.16 -2.83  0.265
O: 1.53 2.71 1.06  -0.350
C: 2.44 2.17 0.53  0.169
O: 2.45 0.97 -0.10  -0.481
H: 3.46 2.61 0.49  0.400

---

No. 3
The following is a quantum chemistry calculation of 2 unconnected molecules or ions with the total composition CH5NOP, from OMol25.

The net charge is +1. As for the highest occupied orbital energy (spin up / spin down): -14.956 / -14.906 eV. The value obtained for the energy relative to the best compared isomer or geometry (same formula, charge and spin) is 5.4378 eV. The spin multiplicity is 1. Its HOMO-LUMO gap (spin up / spin down) is 7.20 / 7.12 eV.

Last column: Mulliken charge in e.
Geometry (Å):
C: -1.05 0.97 0.54  -0.540
N: -0.15 -0.10 0.92  0.173
O: 0.79 0.06 1.60  -0.200
P: 0.41 -2.18 -0.68  0.281
H: -1.77 1.01 1.45  0.297
H: -1.69 0.58 -0.31  0.266
H: -0.48 2.00 0.43  0.337
H: -1.01 -2.42 -0.37  0.177
H: 0.87 -3.40 0.21  0.208

---

No. 4
The following is a quantum chemistry calculation of 2 unconnected molecules or ions with the total composition C32H32N2O3S, from OMol25.

As for the highest occupied orbital energy: -6.776 eV. The value obtained for the energy relative to the best compared isomer or geometry (same formula, charge and spin) is 0.0000 eV. The spin multiplicity is 1. Its HOMO-LUMO gap is 4.87 eV.

Last column: Mulliken charge in e.
Geometry (Å):
C: -1.56 -0.26 4.82  -0.642
O: -0.69 0.79 4.33  -0.484
C: -0.15 0.84 3.06  0.238
C: 1.18 0.21 2.97  -0.463
C: 1.59 -0.52 1.85  1.077
C: 2.78 -1.25 1.86  -1.074
C: 3.64 -1.14 2.96  -0.591
C: 3.30 -0.31 4.04  -0.693
C: 2.07 0.33 4.06  -0.599
C: -0.70 1.87 2.28  0.465
N: -0.10 2.58 1.28  0.069
C: 1.32 2.47 0.97  -1.060
C: -0.91 3.53 0.70  0.094
C: -0.43 4.31 -0.48  -1.866
C: -2.08 3.69 1.38  1.288
C: -3.14 4.70 1.13  -1.365
S: -2.19 2.66 2.75  -0.280
H: -1.68 -0.03 5.88  0.309
H: -2.54 -0.21 4.33  0.195
H: -1.08 -1.24 4.70  0.261
H: 0.94 -0.51 0.97  0.258
H: 3.02 -1.89 1.01  0.515
H: 4.57 -1.72 2.98  0.414
H: 3.98 -0.18 4.87  0.390
H: 1.77 0.95 4.92  0.463
H: 1.63 3.35 0.40  0.427
H: 1.91 2.44 1.90  0.384
H: 1.54 1.58 0.37  0.224
H: -1.27 4.86 -0.91  0.428
H: 0.32 5.06 -0.21  0.308
H: -0.01 3.68 -1.27  0.358
H: -2.92 5.25 0.21  0.348
H: -4.12 4.22 1.03  0.280
H: -3.21 5.42 1.95  0.284
O: 2.46 -5.34 -1.28  -0.708
C: 2.31 -4.77 -2.37  0.507
O: 1.84 -5.02 -3.49  -0.686
C: 2.81 -3.25 -2.31  -0.346
C: 3.41 -2.79 -3.65  -0.914
C: 2.34 -1.93 -4.23  0.494
C: 1.31 -1.74 -3.29  0.766
C: 0.28 -0.85 -3.58  -0.763
C: 0.23 -0.26 -4.85  -0.875
C: 1.25 -0.47 -5.79  -0.459
C: 2.33 -1.30 -5.47  -0.775
N: 1.59 -2.47 -2.13  0.222
C: 0.94 -2.43 -0.93  -0.674
C: -0.37 -1.95 -0.80  -1.204
C: -1.06 -1.47 0.32  -0.283
C: -2.41 -0.92 0.24  -0.040
C: -2.96 -0.13 1.29  0.724
C: -4.19 0.49 1.17  -0.346
C: -4.98 0.30 0.03  -0.684
C: -4.49 -0.51 -1.00  -0.745
C: -3.23 -1.11 -0.89  -0.642
H: 3.50 -3.14 -1.46  0.513
H: 4.32 -2.21 -3.45  0.313
H: 3.66 -3.62 -4.32  0.421
H: -0.47 -0.59 -2.83  0.673
H: -0.61 0.39 -5.10  0.431
H: 1.22 0.03 -6.76  0.359
H: 3.17 -1.46 -6.15  0.443
H: 1.47 -2.92 -0.10  1.120
H: -0.96 -2.00 -1.72  0.672
H: -0.64 -1.66 1.32  0.994
H: -2.34 0.03 2.18  -0.171
H: -4.58 1.14 1.97  0.456
H: -5.94 0.81 -0.07  0.375
H: -5.09 -0.67 -1.90  0.381
H: -2.89 -1.76 -1.69  0.486

---

No. 5
The following is a quantum chemistry calculation of a molecular structure, CHBrINO2, from OMol25.

As for the highest occupied orbital energy: -10.079 eV. The value obtained for the energy relative to the best compared isomer or geometry (same formula, charge and spin) is 0.3066 eV. The spin multiplicity is 1. Its HOMO-LUMO gap is 9.87 eV.

Last column: Mulliken charge in e.
Geometry (Å):
C: 0.05 0.03 0.68  -0.411
N: -0.40 -0.27 -0.93  0.814
O: 0.46 -0.27 -1.77  -0.469
O: -1.56 -0.41 -1.04  -0.482
Br: -0.47 1.83 0.87  -0.020
I: 2.16 -0.27 0.73  0.169
H: -0.24 -0.64 1.46  0.400

---

No. 6
The following is a quantum chemistry calculation of 2 unconnected molecules or ions with the total composition C17H33ClF5IN4O5PS, from OMol25.

The net charge is -1. As for the highest occupied orbital energy: -4.696 eV. The spin multiplicity is 1. Its HOMO-LUMO gap is 5.21 eV.

Last column: Mulliken charge in e.
Geometry (Å):
O: -0.63 4.20 2.49  -0.705
C: -1.17 2.99 2.69  0.417
O: -0.33 1.95 3.36  -0.673
C: -2.71 2.55 2.31  -0.295
I: -3.84 4.46 2.15  0.000
C: -2.89 1.81 0.86  -0.496
C: -1.54 1.08 0.27  -0.362
C: -1.99 -0.26 -0.59  -0.625
C: -2.22 -1.60 0.33  0.835
F: -1.85 -2.79 -0.53  -0.347
F: -1.36 -1.70 1.53  -0.253
C: -3.77 -1.86 0.80  0.572
F: -3.96 -3.36 0.80  -0.278
F: -4.79 -1.22 -0.07  -0.238
F: -3.91 -1.43 2.22  -0.206
N: -3.33 1.60 3.36  0.030
C: -3.67 2.34 4.64  -0.681
C: -3.75 1.27 5.92  -0.676
C: -2.51 0.20 5.94  0.076
C: -1.86 -0.08 7.42  -0.543
S: 0.03 -0.10 7.16  0.950
O: 0.42 -1.12 6.06  -0.496
O: 0.65 -0.45 8.55  -0.596
Cl: 0.58 1.85 6.62  -0.105
H: -3.23 2.66 0.08  0.323
H: -3.76 1.01 0.83  0.161
H: -1.04 1.81 -0.52  0.279
H: -0.76 0.75 1.08  0.276
H: -1.07 -0.51 -1.31  0.059
H: -2.90 -0.03 -1.32  0.281
H: -4.23 1.21 2.97  0.277
H: -4.75 2.85 4.61  0.298
H: -2.84 3.15 4.93  0.380
H: -3.82 1.87 6.93  0.322
H: -4.76 0.65 5.81  0.252
H: -2.94 -0.82 5.52  0.126
H: -1.64 0.64 5.27  -0.004
H: -2.10 0.72 8.24  0.322
H: -2.26 -1.12 7.80  0.337
O: 1.14 -0.42 -3.31  -0.758
P: 2.32 -1.20 -3.94  0.810
N: 3.46 -0.35 -3.02  0.248
C: 4.31 0.74 -3.43  -1.084
C: 3.44 -0.54 -1.57  -0.970
N: 2.14 -0.46 -5.49  0.143
C: 3.17 0.25 -6.23  -1.074
C: 0.84 0.16 -5.80  -0.978
N: 3.68 -2.09 -4.66  -0.054
C: 3.13 -3.29 -5.33  -1.180
C: 4.79 -2.58 -3.83  -1.003
H: 4.89 0.48 -4.32  0.339
H: 5.07 0.99 -2.68  0.428
H: 3.73 1.65 -3.62  0.254
H: 3.83 -1.53 -1.32  0.275
H: 2.43 -0.47 -1.16  0.227
H: 4.05 0.18 -1.02  0.375
H: 3.30 1.27 -5.87  0.319
H: 2.90 0.31 -7.30  0.403
H: 4.13 -0.26 -6.22  0.285
H: 0.74 1.13 -5.30  0.312
H: 0.01 -0.49 -5.49  0.286
H: 0.71 0.32 -6.88  0.318
H: 2.70 -3.98 -4.60  0.380
H: 3.90 -3.82 -5.90  0.386
H: 2.34 -3.02 -6.04  0.340
H: 4.44 -3.20 -3.00  0.340
H: 5.41 -1.77 -3.43  0.277
H: 5.49 -3.18 -4.43  0.360